Record 1
Below is one molecule with the formula C8H7N3 in a non-equilibrium geometry, with properties calculated with the ωB97M-V functional and the def2-TZVPD basis.

```
18
Properties=species:S:1:pos:R:3:forces:R:3
C 1.3736 -1.0369 -0.2388 -0.3 -1.9 -1.6
C 2.4856 0.4940 1.1785 2.5 7.1 5.1
C 0.0799 -0.2976 -0.1942 -0.1 -1.6 0.7
C -1.1049 -1.0399 0.1751 1.2 5.9 -1.4
C -2.2854 -0.3598 0.2268 1.5 2.7 -1.7
C -2.3670 1.0174 -0.1360 1.3 0.6 1.4
C -1.2068 1.7262 -0.3624 0.9 2.1 -0.9
C 0.0297 1.0358 -0.4730 -4.2 -0.6 1.2
H 0.9270 -2.5556 -1.2515 -8.0 -4.1 -5.3
H 3.1768 -1.2009 0.2248 4.0 -2.9 0.4
H -1.1513 -2.0021 0.3563 0.5 -4.7 0.9
H -3.1400 -0.8879 0.3155 -2.8 -1.6 0.8
H -3.1639 1.7182 0.0225 -1.2 -0.7 -0.1
H -1.2028 2.9627 -0.5047 -0.1 -3.7 0.3
H 0.7881 1.6105 -0.7576 3.6 1.8 -0.9
N 1.5554 -2.1860 -0.7827 8.0 5.4 6.1
N 2.5715 -0.4978 0.2933 -5.4 3.2 0.0
N 2.6347 1.4998 1.9080 -1.4 -7.1 -4.9
```
Positions in Å, forces in eV/Å.

Output
Molar mass: 145.16 u
Energy relative to the best compared isomer or geometry (same formula, charge and spin): 343.90 kJ/mol
E_HOMO: -9.677 eV
2S+1: 1
Calculated total energy: -473.1981 Eh

natural (NBO) atomic charge list, values in e, 5 entries: 0.4540, 0.4109, -0.1182, -0.1754, -0.1872

Record 2
Below is an isolated ion of composition C8H7N4O and charge +1 in a non-equilibrium geometry, with properties calculated with the ωB97M-V functional and the def2-TZVPD basis.

```
20
Properties=species:S:1:pos:R:3:forces:R:3
C 1.5892 2.2825 0.0534 -0.5 -0.1 -0.4
C -0.8927 2.2666 -0.0832 -1.7 -2.1 -0.3
C -2.0758 1.4898 -0.0785 0.9 -0.2 -0.8
C -0.7177 -0.5909 0.2643 -0.1 1.4 0.0
C 0.3701 1.5932 0.0430 -2.7 2.6 -0.1
C -1.9505 0.0626 0.0512 0.2 0.0 0.2
C 0.3718 0.2425 0.1688 -0.2 -0.6 0.1
C 3.0510 -2.2418 -0.2171 0.7 -0.9 -1.4
N 2.6591 2.6550 -0.0148 1.7 0.9 0.1
N 1.5723 -2.5091 -0.0825 0.3 3.0 0.3
N 2.0585 -1.3439 0.0019 -3.2 -2.5 0.1
N -3.0485 -0.7457 -0.0675 1.2 -0.1 -0.1
O 1.7326 -0.1337 0.0977 0.8 -0.3 0.6
H -1.1421 3.2832 -0.3617 1.2 0.3 0.4
H -3.0669 1.9783 -0.3671 1.5 -0.9 0.7
H -0.7106 -1.6027 0.6120 0.2 -0.4 -0.4
H 3.6161 -2.5393 0.5838 1.6 -0.5 1.8
H 3.4200 -2.3024 -1.2021 0.7 -0.1 -1.0
H -3.8006 -0.2086 0.1968 -2.7 0.8 0.4
H -3.0354 -1.6355 0.4015 0.1 -0.2 -0.1
```
Positions in Å, forces in eV/Å.

Output
Charge: +1
Molar mass: 175.17 u
Energy relative to the best compared isomer or geometry (same formula, charge and spin): 413.69 kJ/mol
E_HOMO (spin up / spin down): -12.359 / -12.359 eV
2S+1: 1
Calculated total energy: -602.8252 Eh

natural (NBO) atomic charge list, values in e, 5 entries: 0.2457, -0.0976, -0.2445, -0.3445, -0.2361

Record 3
Below is C8H7NNiO4 as an isolated structure in a non-equilibrium geometry, with properties calculated with the ωB97M-V functional and the def2-TZVPD basis.

```
21
Properties=species:S:1:pos:R:3:forces:R:3
Ni -0.2527 0.8859 -0.2592 0.0 -2.1 -2.1
C -0.2815 1.8653 1.2750 0.1 2.2 7.7
O -0.2724 2.1127 2.4018 -0.1 -0.6 -4.6
C -0.5670 2.4171 -1.2680 1.5 6.0 -4.0
O -0.2487 3.3688 -1.8367 -1.6 -3.6 2.2
C -2.1378 0.4661 -0.2730 -5.9 1.6 -0.7
O -3.2326 0.7743 -0.4455 3.8 -1.6 0.7
C 1.6858 0.9250 -0.5175 5.5 -1.7 1.3
O 2.7378 0.5317 -0.2648 -3.8 1.7 -1.3
C -0.2520 -1.0999 -2.0353 0.0 -0.1 -0.2
H 0.6889 -1.6468 -1.9124 -0.3 0.3 0.1
H -1.1763 -1.6320 -1.7826 0.4 0.1 -0.1
C -0.2911 0.1210 -2.6130 0.0 -0.2 -0.8
H -1.2416 0.5444 -2.9658 0.3 -0.1 0.3
H 0.6164 0.5993 -3.0054 -0.3 -0.2 0.1
C 0.8359 -1.9564 2.9770 0.1 -0.4 0.5
C 0.4392 -1.2225 1.8078 -0.4 0.7 -1.1
N 0.1298 -0.6100 0.8753 0.8 -2.0 2.1
H -0.0489 -2.3552 3.4885 0.1 0.1 -0.1
H 1.3839 -1.2981 3.6637 -0.1 -0.1 -0.2
H 1.4850 -2.7907 2.6900 -0.1 0.1 0.0
```
Positions in Å, forces in eV/Å.

Output
Charge: +2
Molar mass: 239.84 u
Energy relative to the best compared isomer or geometry (same formula, charge and spin): 0.00 kJ/mol
<S²>: 2.020
E_HOMO (spin up / spin down): -18.412 / -19.295 eV
2S+1: 3
Calculated total energy: -2172.3358 Eh

natural (NBO) atomic charge list, values in e, 5 entries: 0.8017, 0.5137, -0.3031, 0.5019, -0.3130

Record 4
Below is one molecule with the formula C8H7NO in a non-equilibrium geometry, with properties calculated with the ωB97M-V functional and the def2-TZVPD basis.

```
17
Properties=species:S:1:pos:R:3:forces:R:3
C 1.9964 0.2739 -1.3297 -3.6 1.5 1.1
C 1.8775 -0.7886 -0.4819 -2.3 1.6 1.4
C 0.8735 1.1355 -1.2309 1.1 -3.5 1.8
C 0.6981 -0.5114 0.2559 1.8 -2.9 -0.8
C -1.1799 0.6839 1.5872 -1.4 2.5 1.5
C -1.2243 0.6494 0.1739 -1.0 -1.5 -0.5
C -2.1205 -0.1324 -0.4739 1.1 2.6 -1.0
C -0.0064 -1.1589 1.2640 1.8 -1.7 0.3
N 0.1073 0.5308 -0.2675 0.2 2.5 -1.4
O -0.6240 -0.3828 2.1016 -1.3 0.4 1.7
H 2.6867 0.3771 -2.0159 3.6 0.7 -3.2
H 2.5583 -1.5207 -0.2762 1.6 -1.7 0.4
H 0.4081 1.9001 -1.7079 -0.5 2.2 -1.7
H -1.6416 1.4537 2.2169 0.3 -0.9 0.1
H -3.1024 -0.1927 0.0197 0.3 -0.6 -1.0
H -1.6915 -0.2646 -1.5251 -1.8 -0.7 1.2
H 0.3846 -2.0521 1.6899 0.0 -0.5 0.4
```
Positions in Å, forces in eV/Å.

Output
Molar mass: 133.15 u
Energy relative to the best compared isomer or geometry (same formula, charge and spin): 495.00 kJ/mol
E_HOMO (spin up / spin down): -6.951 / -6.699 eV
2S+1: 1
Calculated total energy: -438.8255 Eh

natural (NBO) atomic charge list, values in e, 5 entries: -0.2488, -0.2864, -0.1036, 0.0492, 0.0175